Entry a
ORCA calculation (ωB97M-V/def2-TZVPD) on a molecular structure, C6H10OS.

```
18
Properties=species:S:1:pos:R:3:nbo_charge:R:1
C 0.479 1.570 -0.656 -0.678
C -0.168 0.732 0.564 -0.290
C 0.819 -0.435 0.634 -0.219
C 0.353 -1.468 -0.371 -0.202
C -0.907 -1.382 -0.544 -0.217
C -1.405 -0.200 0.274 0.099
H 1.456 2.124 -0.200 0.238
H 0.967 0.919 -1.569 0.249
H -0.413 2.268 -1.419 0.228
H -0.031 1.229 1.506 0.223
H 0.971 -0.734 1.620 0.215
H 3.352 -1.231 0.053 0.146
H 0.922 -2.442 -0.552 0.226
H -1.783 -1.745 -1.054 0.243
H -1.529 -0.519 1.411 0.140
H -3.072 0.983 0.559 0.479
O -2.640 0.304 -0.184 -0.714
S 2.628 0.025 -0.073 -0.166
```

Properties
Highest occupied orbital energy = -8.79 eV
HOMO-LUMO gap = 9.36 eV

***

Entry b
ORCA calculation (ωB97M-V/def2-TZVPD) on a single C6H10OS molecule.

```
18
Properties=species:S:1:pos:R:3:nbo_charge:R:1
C 3.201 0.105 -0.059 -0.764
C 0.500 0.617 -0.028 -0.312
C -0.844 0.514 -0.005 -0.144
C -1.701 1.780 -0.006 -0.611
C -1.689 -0.726 -0.037 0.552
C -1.107 -2.144 0.061 -0.721
H 3.965 -0.652 0.224 0.241
H 3.461 0.585 -0.990 0.223
H 3.280 0.820 0.805 0.224
H 0.888 1.611 0.096 0.220
H -2.279 1.746 0.922 0.224
H -1.036 2.672 -0.015 0.198
H -2.335 1.813 -0.869 0.230
H -0.577 -2.320 -0.895 0.235
H -1.990 -2.831 0.080 0.242
H -0.457 -2.253 0.917 0.233
O -2.894 -0.615 -0.131 -0.550
S 1.615 -0.721 -0.070 0.279
```

Properties
Highest occupied orbital energy = -8.45 eV
Structure (SMILES) = CS/C=C(/C)C(C)=O
HOMO-LUMO gap = 9.01 eV

***

Entry c
ORCA calculation (ωB97M-V/def2-TZVPD) on a single C6H10OS molecule.

```
18
Properties=species:S:1:pos:R:3:nbo_charge:R:1
C 1.660 -0.483 -1.867 -0.382
C -1.737 -0.934 -0.615 -0.395
C 1.250 0.116 -0.780 -0.210
C -1.227 0.144 -0.002 -0.228
C 1.748 -0.250 0.660 -0.631
C -1.672 0.627 1.321 -0.693
O 0.345 2.232 0.316 -0.979
S -0.049 1.305 -0.783 1.274
H 1.265 -0.422 -2.874 0.210
H 2.315 -1.362 -1.771 0.201
H -1.507 -1.303 -1.662 0.210
H -2.643 -1.504 -0.247 0.213
H 2.216 0.531 1.111 0.232
H 2.447 -0.990 0.681 0.218
H 0.793 -0.311 1.274 0.227
H -2.142 1.654 1.341 0.246
H -0.765 0.950 1.904 0.252
H -2.294 0.001 1.993 0.235
```

Properties
Highest occupied orbital energy = -9.08 eV
HOMO-LUMO gap = 9.84 eV

***

Most stable = entry b

***

Entry a
ORCA calculation (ωB97M-V/def2-TZVPD) on a single C3HCl3O molecule.

```
8
Properties=species:S:1:pos:R:3:nbo_charge:R:1
C 0.029 -0.837 -0.058 -0.244
C 1.338 -1.141 -0.005 -0.174
C 2.226 0.517 -0.155 0.515
O 1.561 1.462 -0.175 -0.490
Cl -1.285 -1.931 0.002 0.027
Cl 2.259 -2.556 0.008 0.086
Cl 3.880 0.278 -0.070 0.059
H -0.186 0.107 0.108 0.220
```

Properties
Highest occupied orbital energy = -9.70 eV
Structure (SMILES) = O=C(Cl)/C(Cl)=C/Cl
HOMO-LUMO gap = 9.93 eV

***

Entry b
ORCA calculation (ωB97M-V/def2-TZVPD) on a single C3HCl3O molecule.

```
8
Properties=species:S:1:pos:R:3:nbo_charge:R:1
C 1.456 -0.358 0.199 0.467
C -0.285 -0.441 -0.086 -0.218
C -1.037 0.654 -0.153 -0.135
O 2.058 -1.328 0.478 -0.460
Cl -0.885 -2.026 -0.103 0.078
Cl -2.754 0.610 -0.289 0.063
Cl -0.368 2.231 -0.104 0.059
H 1.816 0.658 0.057 0.146
```

Properties
Highest occupied orbital energy = -9.68 eV
Structure (SMILES) = O=CC(Cl)=C(Cl)Cl
HOMO-LUMO gap = 9.59 eV

***

Entry c
ORCA calculation (ωB97M-V/def2-TZVPD) on a molecular structure, C3HCl3O.

```
8
Properties=species:S:1:pos:R:3:nbo_charge:R:1
C 0.352 -0.077 -0.602 0.304
C 0.153 1.200 -0.311 -0.130
C -0.142 -1.215 0.535 -0.207
O 0.523 -0.430 -1.796 -0.538
Cl -0.273 1.819 1.265 0.038
Cl -0.623 -2.538 -0.245 0.201
Cl -0.088 -0.754 2.192 0.099
H 0.097 1.995 -1.036 0.234
```

Properties
Highest occupied orbital energy (alpha / beta) = -8.29 / -9.55 eV
HOMO-LUMO gap (alpha / beta) = 6.22 / 8.61 eV

***

Most stable = entry b